# 1
{
  "formula": "C28H21Br4CaClN4O8S3Se",
  "method": "ωB97M-V/def2-TZVPD",
  "elements": ["Br", "Br", "Br", "Br", "Se", "Ca", "Cl", "S", "S", "S", "O", "O", "O", "O", "O", "O", "O", "O", "N", "N", "N", "N", "C", "C", "C", "C", "C", "C", "C", "C", "C", "C", "C", "C", "C", "C", "C", "C", "C", "C", "C", "C", "C", "C", "C", "C", "C", "C", "C", "C", "H", "H", "H", "H", "H", "H", "H", "H", "H", "H", "H", "H", "H", "H", "H", "H", "H", "H", "H", "H", "H"],
  "xyz": [[0.508597, -4.232461, -2.972837], [1.387172, -3.874093, -6.159338], [0.707522, -1.053340, -7.726822], [-0.692785, 1.415430, -6.067108], [-4.543422, 2.162953, -5.962808], [-0.768460, 0.505700, -0.991493], [1.822264, 1.984509, -1.792755], [-4.915241, 0.367395, 2.812534], [-1.630493, 0.970935, 2.631397], [1.411694, -1.967933, -0.202819], [2.154854, 3.025888, -2.701017], [1.353878, 0.802005, -2.492133], [-1.496535, 0.744739, 1.150242], [-0.827449, -1.722409, -1.941559], [0.996245, -0.562878, 0.140333], [2.931774, 1.667900, -0.945362], [0.681982, 2.407493, -0.953444], [-1.658932, 0.374406, -3.166895], [-4.698803, 3.202322, -4.532682], [-2.587044, 1.234561, -3.819384], [-2.583523, 2.114107, -1.635373], [-4.458692, -2.392728, 2.360901], [0.138593, -2.629493, -3.922566], [-4.047163, 3.079099, -3.385701], [3.388286, -1.145993, 1.524106], [-0.515684, -0.268769, -5.245193], [-4.657872, -1.253828, 2.513879], [-3.940906, 4.043474, -1.139215], [4.546726, -1.331516, 2.267420], [1.334671, 2.504732, 4.909911], [2.173747, 2.412389, 2.657929], [0.483694, -2.468928, -5.262157], [-1.461763, -0.689679, 3.345853], [0.182905, -1.292027, -5.922087], [0.973258, 1.858761, 2.226830], [5.188516, -2.561002, 2.271785], [2.359081, 2.727038, 3.995002], [-0.549122, -1.645221, -3.192702], [-0.941043, -0.488692, -3.953377], [-0.857986, -2.289577, 1.426955], [3.524218, -3.439514, 0.776403], [-3.032771, 2.097928, -2.959736], [-3.023429, 3.020739, -0.812454], [-0.388173, -1.546623, 2.678274], [2.878365, -2.209574, 0.800230], [0.132368, 1.964144, 4.484849], [4.679126, -3.614830, 1.521651], [-4.428145, 4.044477, -2.409746], [-0.033440, 1.624876, 3.146019], [0.260022, -3.063363, 0.739717], [-0.051585, -2.282707, 3.417122], [3.296522, 3.156206, 4.326893], [-2.642346, 2.949746, 0.203417], [0.837214, 1.622340, 1.183737], [-0.675980, 1.810504, 5.191657], [-1.245564, -0.518643, 4.402960], [4.948074, -0.505040, 2.840690], [-4.247750, 4.756238, -0.388097], [0.480513, -0.930697, 2.434943], [5.186818, -4.571166, 1.510577], [2.953902, 2.593751, 1.928511], [2.878809, -0.191885, 1.483624], [-1.652644, -2.996583, 1.680210], [1.469429, 2.764360, 5.952674], [0.860679, -3.614471, 1.465384], [-2.459182, -1.123059, 3.264289], [-1.322108, -1.604582, 0.723586], [-5.158000, 4.767538, -2.752537], [6.093078, -2.698657, 2.851034], [3.128167, -4.250281, 0.174896], [-0.138717, -3.746441, -0.009057]],
  "forces_ev_per_a": [[0.020, 0.022, -0.033], [-0.012, 0.023, 0.000], [-0.012, 0.010, 0.033], [0.034, -0.002, 0.008], [-0.019, 0.104, 0.141], [-0.205, -0.251, -0.334], [-0.387, 0.024, 0.199], [0.028, -0.181, -0.063], [0.193, -0.284, -0.086], [-0.094, -0.003, 0.146], [0.061, 0.089, -0.137], [0.103, -0.080, -0.092], [-0.133, 0.406, 0.067], [0.100, 0.299, 0.241], [-0.007, 0.043, -0.082], [0.161, -0.025, 0.088], [0.221, 0.163, 0.051], [0.375, 0.265, 0.012], [-0.011, -0.105, -0.221], [-0.180, -0.141, -0.026], [0.134, -0.221, -0.186], [0.128, -0.014, -0.054], [-0.079, -0.180, 0.230], [0.030, 0.077, 0.187], [-0.002, -0.026, -0.022], [0.146, -0.106, -0.059], [-0.218, 0.114, 0.185], [0.069, -0.092, -0.007], [-0.007, 0.032, 0.013], [0.003, 0.009, 0.000], [0.011, 0.008, -0.022], [0.018, -0.061, 0.012], [-0.020, 0.078, 0.042], [-0.026, 0.061, -0.058], [0.007, 0.000, 0.038], [0.004, -0.010, 0.002], [-0.004, -0.013, 0.003], [-0.125, 0.153, -0.351], [-0.169, -0.093, 0.059], [-0.035, 0.003, -0.029], [-0.001, 0.014, 0.017], [-0.135, 0.067, -0.007], [-0.026, 0.054, 0.117], [0.071, 0.017, 0.019], [0.008, -0.032, 0.012], [0.015, -0.015, 0.020], [-0.001, -0.003, -0.004], [-0.030, -0.053, -0.120], [0.014, -0.037, 0.056], [0.046, -0.061, -0.014], [0.001, -0.004, -0.012], [-0.001, 0.006, 0.002], [-0.001, 0.003, -0.008], [-0.001, -0.005, 0.002], [-0.010, -0.007, -0.010], [-0.044, 0.011, 0.000], [0.007, -0.003, 0.001], [-0.013, 0.013, -0.010], [-0.001, -0.009, 0.020], [0.002, 0.000, 0.004], [0.001, 0.000, -0.002], [0.000, 0.006, 0.006], [0.017, 0.005, 0.070], [0.001, -0.003, 0.002], [-0.020, -0.062, -0.039], [0.023, -0.043, -0.008], [-0.002, -0.013, -0.012], [-0.002, 0.015, 0.036], [0.002, 0.001, 0.001], [0.000, -0.003, -0.001], [-0.024, 0.048, -0.033]],
  "lowdin_charge": [0.729, 0.661, 0.655, 0.766, 0.425, 1.447, 0.671, 0.337, 0.965, 1.022, -0.300, -0.372, -0.656, -0.220, -0.641, -0.328, -0.461, -0.220, -0.475, 0.047, 0.030, -0.021, -0.619, -0.391, -0.054, -0.615, -1.048, -0.080, -0.073, -0.096, -0.062, -0.756, -0.303, -0.759, -0.065, -0.100, -0.093, -0.453, -0.254, -0.223, -0.089, -0.287, -0.140, -0.210, -0.362, -0.096, -0.093, -0.034, -0.363, -0.283, 0.120, 0.095, 0.101, 0.064, 0.109, 0.090, 0.102, 0.087, 0.089, 0.098, 0.110, 0.092, 0.118, 0.096, 0.086, 0.031, 0.082, 0.105, 0.094, 0.113, 0.058],
  "e_homo_ev": -2.1,
  "total_charge": -2,
  "homo_lumo_gap_ev": 5.602
}

***

# 2
{
  "formula": "C32H55F9N4O12",
  "method": "ωB97M-V/def2-TZVPD",
  "elements": ["F", "F", "F", "F", "F", "F", "F", "F", "F", "O", "O", "O", "O", "O", "O", "O", "O", "O", "O", "O", "O", "N", "N", "N", "N", "C", "C", "C", "C", "C", "C", "C", "C", "C", "C", "C", "C", "C", "C", "C", "C", "C", "C", "C", "C", "C", "C", "C", "C", "C", "C", "C", "C", "C", "C", "C", "C", "H", "H", "H", "H", "H", "H", "H", "H", "H", "H", "H", "H", "H", "H", "H", "H", "H", "H", "H", "H", "H", "H", "H", "H", "H", "H", "H", "H", "H", "H", "H", "H", "H", "H", "H", "H", "H", "H", "H", "H", "H", "H", "H", "H", "H", "H", "H", "H", "H", "H", "H", "H", "H", "H", "H"],
  "xyz": [[-3.473869, -6.938106, -3.799676], [-5.510568, -6.506379, -3.183737], [4.238948, -1.060821, -1.906361], [-4.877525, -6.081308, -5.213779], [3.276314, -2.484967, -0.568383], [5.332944, 1.445137, -4.007557], [2.280136, -1.855029, -2.382343], [5.670312, 3.414018, -4.880428], [5.923370, 1.643899, -6.089120], [-3.138305, -4.662421, -2.611739], [3.291593, 1.121843, -5.958067], [-5.932991, -1.735006, 8.300191], [3.847955, -3.260737, -3.894494], [-4.634229, -3.697051, -4.002925], [-4.190299, 0.454001, 6.980422], [4.762912, -4.178637, -2.053852], [3.047868, 3.244211, -5.217645], [-5.321308, 0.842440, 4.301890], [1.168681, 1.477603, 0.726682], [-1.141991, -0.811877, 2.443107], [2.917086, 2.523236, -1.054874], [-2.153538, 1.864857, -1.917825], [4.268922, 7.803536, -4.232844], [-2.947218, -4.267373, 3.783779], [1.834013, 6.755988, 2.313194], [4.124847, -3.337087, -2.609544], [-4.100215, -4.649099, -3.520558], [3.965003, 3.321351, -1.551266], [-0.036221, 0.825679, 1.022056], [5.202249, 2.205194, -5.121630], [-1.343673, 2.661590, -1.721197], [-5.592613, 0.437399, 7.205480], [-1.931055, -1.468991, 1.465988], [3.694710, 2.270265, -5.436895], [1.847680, 5.677012, 2.711576], [-3.948252, 0.995038, 4.590347], [-1.431333, -2.965920, -2.320185], [-4.628615, -2.280509, 8.319841], [1.867884, 4.309665, 3.216220], [4.357522, -4.321583, -4.733440], [5.493436, 6.243676, -2.532226], [-5.523744, 0.427976, 2.974477], [0.094104, -0.387934, 1.935152], [-2.257906, -3.471381, 4.239975], [3.475820, -2.162581, -1.841683], [-4.489173, -6.077969, -3.944441], [-0.328577, 3.664609, -1.450582], [-3.731842, 1.384006, 6.040727], [-1.384531, -2.476576, 4.849479], [-5.952124, -0.336488, 8.455935], [1.339533, 0.012228, -5.079397], [4.460020, -3.785449, -6.149001], [4.804753, 7.124140, -3.477204], [-2.825438, -3.440229, -1.964223], [3.358540, 1.516505, -0.147467], [1.893501, 0.942872, -6.153589], [2.152637, 0.659362, 0.121845], [-4.148677, -2.113193, 9.295233], [1.467828, 3.618537, 2.472596], [-4.707483, -3.358520, 8.199153], [-4.123916, 2.394200, 6.218395], [-1.223789, -2.013614, -1.823086], [5.375128, -3.215806, -6.298952], [3.592784, -3.171592, -6.396384], [-0.484456, -2.441465, 4.234517], [-4.017201, -1.836424, 7.534600], [2.038730, -0.818587, -4.941712], [5.340550, -4.601654, -4.359139], [-4.829199, 0.891847, 2.265358], [4.167465, 0.952965, -0.609722], [-3.504901, -2.645575, -2.277288], [-1.507403, -2.463867, 1.297755], [-5.351910, -0.046354, 9.330237], [5.735822, 5.307512, -3.027343], [-0.504100, 0.538573, 0.060266], [0.403945, -0.458016, -5.378564], [4.720279, 2.781603, -2.127629], [3.645786, 2.028044, 0.781204], [6.388034, 6.739209, -2.169824], [0.604247, -1.224397, 1.435246], [-5.349402, -0.660169, 2.944847], [3.439800, 4.040867, -2.183651], [-0.764188, 1.525968, 1.439494], [-2.018516, -0.871677, 0.551150], [-0.574959, -3.570989, -2.012337], [1.741240, 0.366232, -0.860511], [1.238783, 4.223824, 4.098888], [-5.960643, 1.469593, 7.284209], [-0.806664, 4.633842, -1.293479], [1.225629, 0.530251, -4.128186], [-1.392704, -2.832601, -3.402322], [-6.549785, 0.607936, 2.668096], [4.760075, 6.074033, -1.746059], [-6.158128, -0.028243, 6.393304], [1.661143, 0.537258, -7.137095], [-3.499359, 1.720573, 3.902188], [-1.776705, -1.469185, 4.875449], [2.426817, -0.245499, 0.669941], [2.906811, 4.056274, 3.417022], [0.428899, 3.754207, -2.224791], [-3.515068, -0.011176, 4.457449], [0.726973, -0.096424, 2.782265], [-2.645911, 1.388743, 6.171508], [-2.987334, -3.503240, -0.886452], [3.723867, -5.207096, -4.696387], [0.204611, 3.437092, -0.524457], [4.458002, -4.593995, -6.881658], [1.365614, 1.893035, -6.116825], [4.495064, 3.914832, -0.791925], [-6.986078, -0.050487, 8.671286], [-1.084077, -2.874003, 5.818927], [-2.977512, -1.571006, 1.757022]],
  "forces_ev_per_a": [[-0.154, 0.052, -0.090], [0.131, 0.060, -0.098], [0.030, -0.206, 0.082], [-0.008, -0.087, -0.021], [0.168, 0.094, -0.016], [0.275, 0.157, -0.151], [0.192, -0.013, 0.199], [0.259, 0.238, 0.163], [-0.022, 0.039, -0.002], [-0.223, -0.655, 0.336], [0.433, -0.087, -0.139], [-0.082, -0.136, -0.040], [-0.270, 0.059, -0.163], [-0.126, 0.067, 0.073], [-0.219, -0.263, 0.049], [0.100, -0.036, 0.140], [-0.231, 0.270, 0.260], [-0.280, 1.061, -0.032], [0.498, 0.213, 1.161], [-0.630, 0.299, 0.120], [0.511, -0.311, 0.058], [0.440, 0.345, 0.135], [0.056, -0.097, 0.185], [0.030, -0.020, -0.097], [0.036, -0.348, 0.109], [-0.016, -0.210, 0.173], [0.099, 0.227, -0.270], [-0.473, 0.808, -0.172], [-0.912, -0.578, -1.216], [-0.408, -0.606, 0.177], [-0.280, -0.500, -0.223], [-0.277, 0.029, 0.038], [-0.235, 0.090, -0.435], [0.077, -0.063, -0.521], [-0.211, 0.389, -0.199], [-0.496, -1.108, 0.277], [0.439, 0.166, 0.038], [0.052, 0.022, 0.279], [-0.065, -0.013, -0.273], [0.688, -0.067, -0.567], [-0.663, 0.378, -0.330], [0.221, -1.008, 0.016], [0.599, 0.148, 0.155], [-0.392, 0.324, 0.041], [-0.498, 0.097, -0.455], [0.105, -0.198, 0.195], [0.188, 0.547, 0.609], [0.361, 0.189, -0.482], [0.852, -0.774, -0.170], [-0.113, 0.314, 0.231], [0.612, -0.331, -0.081], [-0.190, -0.041, -0.173], [0.154, 0.098, -0.445], [0.334, 1.594, 0.413], [-0.717, 0.891, -0.086], [-1.785, -0.164, 0.282], [-0.326, 0.060, -1.106], [-0.001, 0.170, -0.090], [0.129, 0.051, -0.117], [-0.124, 0.013, -0.209], [-0.091, -0.082, 0.167], [-0.347, 0.161, -0.241], [-0.097, 0.166, 0.053], [0.066, 0.100, 0.105], [0.020, 0.097, 0.063], [0.133, -0.157, -0.006], [0.016, 0.099, 0.091], [-0.042, -0.083, 0.060], [-0.083, 0.209, 0.075], [0.153, -0.146, 0.287], [-0.142, -0.260, -0.267], [-0.126, 0.015, -0.355], [0.125, 0.083, -0.167], [0.072, -0.060, 0.047], [0.160, -0.148, 0.198], [-0.171, 0.344, -0.022], [-0.162, -0.223, -0.002], [0.392, -0.308, 0.003], [0.033, -0.086, 0.187], [-0.100, 0.064, -0.076], [-0.027, 0.090, -0.290], [0.365, -0.025, -0.252], [0.413, 0.205, 0.317], [0.419, -0.246, -0.132], [-0.422, -0.543, -0.038], [0.189, -0.286, 0.138], [0.207, 0.057, 0.178], [0.056, -0.005, 0.139], [-0.014, -0.042, -0.205], [-0.083, -0.051, 0.028], [0.191, 0.152, 0.044], [-0.051, 0.187, 0.133], [0.373, -0.169, 0.324], [0.306, 0.032, -0.184], [0.770, -0.117, -0.125], [0.206, -0.032, 0.094], [-0.343, -0.059, 0.164], [-0.115, 0.158, 0.284], [-0.089, -0.213, 0.234], [-0.175, -0.155, -0.214], [0.436, 0.287, -0.200], [-0.164, -0.084, 0.059], [-0.007, 0.301, 0.067], [0.152, -0.696, -0.052], [-0.277, 0.227, 0.323], [-0.050, -0.246, -0.092], [0.109, -0.135, 0.183], [0.269, 0.209, 0.077], [-0.173, -0.299, 0.291], [-0.007, -0.221, 0.072], [-0.154, 0.360, 0.180], [0.240, -0.067, 0.728]],
  "lowdin_charge": [0.164, 0.165, 0.161, 0.176, 0.174, 0.140, 0.142, 0.179, 0.181, 0.048, 0.043, -0.175, 0.033, 0.175, -0.138, 0.178, 0.175, -0.195, -0.149, -0.214, -0.187, 0.126, 0.127, 0.133, 0.124, -0.404, -0.393, -0.117, -0.208, -0.550, -0.281, -0.188, -0.096, -0.397, -0.288, -0.206, -0.057, -0.102, -0.066, -0.183, -0.066, -0.105, -0.210, -0.288, -0.529, -0.546, -0.057, -0.199, -0.065, -0.214, -0.046, -0.057, -0.280, -0.208, -0.179, -0.198, -0.192, 0.090, 0.063, 0.088, 0.131, 0.069, 0.080, 0.077, 0.075, 0.073, 0.067, 0.124, 0.086, 0.115, 0.124, 0.095, 0.129, 0.065, 0.104, 0.083, 0.076, 0.134, 0.085, 0.124, 0.090, 0.089, 0.137, 0.080, 0.077, 0.133, 0.082, 0.131, 0.089, 0.076, 0.083, 0.089, 0.068, 0.127, 0.126, 0.129, 0.059, 0.119, 0.082, 0.081, 0.115, 0.138, 0.127, 0.124, 0.133, 0.065, 0.081, 0.119, 0.088, 0.127, 0.087, 0.085],
  "e_homo_ev": -9.6,
  "total_charge": 0,
  "homo_lumo_gap_ev": 9.720
}

***

# 3
{
  "formula": "C5H9NO",
  "method": "ωB97M-V/def2-TZVPD",
  "elements": ["O", "N", "C", "C", "C", "C", "C", "H", "H", "H", "H", "H", "H", "H", "H", "H"],
  "xyz": [[-0.527844, 0.892378, -1.847216], [-2.038821, 0.863626, 0.008354], [0.678581, 0.115880, -1.638749], [1.334540, 0.288181, 0.844363], [-0.638817, -1.186030, 0.937603], [0.197018, -0.170213, -0.071784], [-0.931562, 0.690621, -0.560692], [-2.714006, 1.345727, -0.564197], [0.042916, -1.756491, 1.570309], [1.512469, 0.849859, -1.673389], [2.076792, 0.972415, 0.416665], [1.881782, -0.616821, 1.143485], [0.844880, -0.598504, -2.457013], [0.898726, 0.728640, 1.739320], [-1.426761, -1.832573, 0.527470], [-1.221611, -0.540688, 1.636271]],
  "forces_ev_per_a": [[-0.189, -0.028, 0.170], [0.240, 0.691, -0.242], [0.031, -0.454, 0.206], [-0.055, 0.160, 0.208], [0.541, -0.142, -0.528], [-0.222, 0.024, 0.435], [-0.626, 0.237, 0.585], [-0.216, 0.214, -0.357], [0.073, -0.223, -0.364], [-0.231, -0.760, 0.440], [-0.426, 0.009, -0.046], [-0.085, 0.270, -0.014], [-0.397, -0.198, 0.554], [0.196, 0.075, 0.162], [0.589, 0.131, -0.418], [0.775, -0.006, -0.792]],
  "lowdin_charge": [0.001, 0.164, -0.045, -0.070, -0.037, -0.295, -0.459, 0.062, 0.058, 0.112, 0.076, 0.083, 0.113, 0.086, 0.074, 0.076],
  "e_homo_ev": -9.9,
  "total_charge": 0,
  "homo_lumo_gap_ev": 10.810
}